Record 1
A molecular structure, C39H62N6O15 at a distorted geometry. Source: the OMol25 dataset; level of theory: the ωB97M-V functional and the def2-TZVPD basis.

The geometry in XYZ format:
```
122
C39H62N6O15 the ωB97M-V functional and the def2-TZVPD basis
O 1.297 -0.631 -5.904
O -1.603 -2.706 1.015
O -4.136 3.339 -2.994
O 3.517 0.524 -2.458
O -1.995 -0.694 4.651
O -2.889 -2.364 3.364
O -3.731 2.511 -0.946
O -1.205 -4.817 0.544
O -0.974 -1.398 2.794
O 1.929 1.995 -2.337
O -4.058 4.654 -1.049
O 0.212 -1.195 -4.051
O 1.601 -2.700 -4.879
O -3.207 -3.833 -0.077
O 2.265 0.933 -4.358
N 0.370 1.677 4.063
N 1.068 -1.970 2.968
N 2.427 1.320 1.202
N -2.601 -5.218 -3.824
N -2.532 2.091 2.050
N -1.156 1.930 -3.573
C 0.752 -0.694 0.816
C -0.495 0.278 -1.310
C -0.361 -0.202 3.096
C -0.507 -3.179 -1.565
C -3.759 -0.256 2.110
C -3.960 1.412 -1.787
C 2.884 4.062 3.414
C 3.675 3.294 4.449
C 2.655 2.150 -1.164
C -3.031 1.080 2.085
C -0.542 3.530 1.181
C -3.962 3.601 -1.649
C 2.238 -2.061 2.829
C -0.599 3.326 -1.427
C 3.666 -2.235 2.716
C -0.582 -0.340 0.090
C 4.312 -0.832 0.687
C -3.209 -0.616 -0.381
C 0.485 0.505 -5.580
C 1.880 3.250 2.604
C -0.970 2.565 -2.611
C 1.019 2.340 3.431
C 1.052 -1.628 -4.967
C -3.805 1.982 -3.207
C -0.065 0.167 -4.178
C -0.609 -3.119 1.918
C -3.198 -1.253 1.019
C -2.002 -1.541 3.582
C 2.558 1.161 -3.147
C 4.543 -1.142 2.154
C -0.040 -3.078 -3.002
C -2.100 -3.788 0.450
C -1.500 -4.883 -3.781
C -0.674 -0.033 4.561
C -0.061 -4.424 1.307
C -1.287 3.026 -0.058
C -0.131 -4.433 -3.793
C 1.673 0.405 1.083
C 3.326 0.743 -1.066
H 4.031 -2.409 3.728
H 4.908 0.001 0.313
H 4.331 -0.165 2.587
H 1.221 3.822 1.951
H 3.808 -3.175 2.184
H 0.804 -4.364 0.646
H -0.752 1.014 4.850
H -2.327 3.340 0.035
H -3.673 -0.645 3.124
H 0.711 -0.317 2.934
H -1.171 0.403 0.628
H -2.264 -1.753 1.276
H -1.207 -1.229 0.013
H 4.301 3.931 5.075
H -0.053 -0.441 -2.001
H -2.899 -1.293 -1.178
H 0.048 -5.163 2.100
H -1.277 1.947 0.093
H 4.700 -1.689 0.136
H -1.115 0.420 -4.321
H -0.544 4.615 1.285
H 0.486 3.253 -1.357
H 3.626 4.512 2.753
H -2.812 1.963 -3.657
H -4.178 -0.136 -0.518
H 0.513 3.257 1.191
H 0.167 -3.799 -0.974
H -4.535 1.508 -3.863
H -0.607 -2.245 -1.011
H -0.890 3.128 2.133
H -1.492 0.478 -1.702
H 0.965 -2.659 -2.941
H -1.468 -3.683 -1.466
H 3.294 -0.613 0.364
H -4.971 1.021 -1.677
H 0.477 -5.180 -3.282
H 3.010 2.717 5.091
H 2.411 2.568 1.939
H 2.060 2.256 -0.257
H 1.165 1.356 -5.542
H -4.823 -0.036 2.019
H 5.578 -1.462 2.270
H -0.909 -3.253 2.958
H 3.434 2.903 -1.280
H 2.358 4.872 3.919
H -0.810 4.329 -1.798
H 0.138 -4.362 -4.847
H 0.430 -1.050 1.794
H -0.310 0.711 -6.295
H 1.258 -1.524 0.322
H 4.290 0.945 -0.599
H 4.322 2.595 3.918
H 0.097 -0.551 5.132
H -2.536 0.241 -0.413
H 0.088 1.199 -1.285
H -3.914 -2.074 1.061
H -3.224 0.632 -1.590
H 0.188 -2.376 1.915
H -0.688 0.660 2.516
H 0.313 0.774 -3.355
H 2.663 -0.024 -0.666
H -0.612 -2.291 -3.492
```

Results
**Maximum force**: 10.702 eV Å⁻¹
**Orbital gap**: 8.70 eV


Record 2
6 unconnected molecules or ions with the total composition C3H18O5S2 at a distorted geometry. Source: the OMol25 dataset; level of theory: the ωB97M-V functional and the def2-TZVPD basis.

The geometry in XYZ format:
```
28
C3H18O5S2 the ωB97M-V functional and the def2-TZVPD basis
S 0.707 -0.987 -1.903
S 1.459 -2.607 -0.895
O 0.318 2.561 1.335
O 2.958 1.649 1.680
O 0.535 -0.220 2.889
O -1.961 -1.168 2.238
O -0.699 3.036 -1.277
C -1.907 -0.265 -1.297
C -2.899 0.519 -0.422
C -0.451 -0.026 -0.882
H -0.862 2.194 -1.698
H -1.156 -0.858 1.828
H -0.091 0.997 -0.970
H -2.183 -0.021 -2.324
H -3.910 0.138 -0.563
H -1.709 -2.012 2.606
H 1.076 -0.239 3.678
H 2.076 1.892 1.377
H -2.785 1.527 -0.813
H 0.368 0.720 2.734
H -0.445 -0.239 0.182
H -2.069 -1.347 -1.298
H -2.743 0.482 0.654
H -0.601 3.796 -1.851
H 0.364 -3.278 -0.528
H 0.233 3.298 1.948
H 2.883 0.702 1.832
H -0.101 2.828 0.500
```

Results
**Maximum force**: 1.320 eV Å⁻¹
**Orbital gap**: 8.85 eV


Record 3
A molecular structure, C24H63GaN2O8PS9 at a distorted geometry. Source: the OMol25 dataset; level of theory: the ωB97M-V functional and the def2-TZVPD basis.

The geometry in XYZ format:
```
108
C24H63GaN2O8PS9 the ωB97M-V functional and the def2-TZVPD basis
Ga 5.576 0.303 0.326
S -1.401 2.416 -4.920
S 2.644 2.641 -9.134
S -10.261 -0.054 2.197
S -8.701 1.813 5.075
S 2.644 -2.219 -2.109
S -3.120 1.585 0.579
S -4.827 -1.731 3.754
S 5.495 3.379 -1.665
S 7.884 -4.847 2.666
P 6.011 2.662 0.115
O -5.457 -1.384 2.448
O -10.464 -0.529 3.589
O 0.419 -1.017 -1.269
O -2.825 2.253 -5.348
O -2.749 1.667 2.018
O 7.633 -3.419 2.375
O -7.550 0.929 4.765
O 2.476 2.133 -7.755
N 0.403 0.896 -2.270
N 1.552 0.211 -2.658
C 3.548 -1.387 1.894
C -9.666 -1.454 1.246
C 7.724 -2.467 -0.876
C -8.102 3.509 5.012
C 7.386 -0.589 0.730
C 3.096 1.236 -10.161
C 8.048 -0.987 -0.612
C 2.602 -1.673 0.710
C -0.209 0.164 -1.472
C -0.397 1.435 -6.032
C -8.951 1.779 6.854
C 9.594 -0.841 -0.539
C -3.544 3.246 0.045
C -4.779 0.915 0.502
C -11.886 0.027 1.430
C 4.205 0.004 1.816
C 9.610 -4.989 3.156
C 0.995 2.849 -9.826
C 7.202 -5.185 4.297
C -4.384 -0.185 4.545
C -0.846 4.010 -5.537
C -6.163 -2.152 4.880
C 1.530 -0.884 -2.051
C 3.289 -2.439 -0.422
H 0.224 4.112 -5.355
H 5.449 3.412 1.182
H 0.658 1.627 -5.836
H -0.615 0.385 -5.846
H -6.906 -1.353 4.878
H -0.642 1.686 -7.064
H -8.665 -1.697 1.600
H -1.127 0.355 -0.954
H -9.715 2.507 7.126
H 2.891 -1.350 2.764
H 8.009 -2.749 -1.889
H 1.074 3.104 -10.884
H 9.826 -4.270 3.946
H 4.090 0.910 -9.862
H 10.031 -1.830 -0.414
H 10.001 -0.405 -1.450
H 2.175 -0.724 0.413
H 6.120 -5.102 4.230
H -10.329 -2.307 1.396
H -1.061 4.087 -6.604
H -12.447 0.824 1.914
H 3.156 -3.497 -0.219
H -4.742 -0.119 0.841
H -8.892 4.182 5.345
H -4.031 -0.389 5.557
H -5.436 1.488 1.158
H 7.637 -0.406 -1.432
H -2.638 3.849 0.063
H -5.255 0.471 4.567
H -12.404 -0.923 1.565
H -9.623 -1.184 0.190
H 8.240 -3.077 -0.143
H -1.384 4.786 -4.996
H -8.012 2.002 7.363
H 7.474 -6.195 4.604
H 7.292 -1.430 1.415
H 7.403 2.845 0.333
H 2.382 0.425 -10.008
H 5.126 -0.181 -1.125
H -9.287 0.780 7.124
H 10.223 -4.770 2.284
H 4.356 -2.267 -0.396
H 6.659 -2.618 -0.719
H 0.424 1.929 -9.698
H -6.614 -3.081 4.535
H 4.735 0.161 2.759
H 0.507 3.661 -9.291
H 9.887 -0.269 0.332
H 3.432 0.768 1.744
H 4.294 -2.173 1.992
H -11.775 0.252 0.369
H -7.220 3.615 5.644
H 1.801 -2.310 1.078
H 9.808 -6.006 3.498
H -5.140 0.953 -0.527
H -4.283 3.669 0.727
H 7.582 -4.453 5.011
H 3.109 1.540 -11.208
H -3.937 3.208 -0.971
H -7.842 3.733 3.980
H 8.007 0.200 1.151
H -3.586 0.274 3.961
H -5.755 -2.294 5.882
```

Results
**Maximum force**: 2.782 eV Å⁻¹
**Total charge**: -1
**Orbital gap**: 5.05 eV


Record 4
A molecular structure, C34H47BaN6O10S2 at a distorted geometry. Source: the OMol25 dataset; level of theory: the ωB97M-V functional and the def2-TZVPD basis.

The geometry in XYZ format:
```
100
C34H47BaN6O10S2 the ωB97M-V functional and the def2-TZVPD basis
Ba -0.676 0.783 -1.767
S 0.009 -1.922 -4.102
S -0.442 2.433 -4.568
O -3.605 3.498 0.790
O 0.519 2.126 -5.586
O -1.317 -2.325 -5.077
O 1.453 0.315 -0.195
O 2.151 -0.216 -2.224
O -1.423 1.392 -4.302
O -0.062 4.733 -1.761
O 0.874 -3.095 -4.142
O -2.466 1.936 -0.349
O -2.017 -2.863 -1.096
N 2.534 -1.941 0.900
N -0.090 -1.493 2.127
N -0.711 -1.837 -2.636
N 2.155 0.497 2.301
N -0.691 1.942 2.045
N 0.238 2.959 -3.193
C -2.801 5.442 -5.996
C -0.297 4.156 -2.812
C -2.132 -0.074 2.374
C 3.971 -1.697 1.075
C -2.655 2.047 3.662
C -1.869 5.958 -3.820
C -3.341 -5.332 -5.222
C 4.640 -2.514 2.176
C -1.559 1.203 3.006
C 3.949 2.129 1.947
C 4.212 0.308 3.659
C -3.491 -5.630 -3.869
C 4.253 -0.188 1.157
C -2.665 6.300 -4.904
C -2.601 2.839 0.542
C -1.211 4.741 -3.858
C 2.166 -1.927 -0.509
C -1.359 3.902 -4.936
C 3.648 0.670 2.282
C 0.522 2.414 2.689
C -2.414 -2.496 2.106
C -2.912 -4.803 -2.924
C -1.619 -2.769 -2.261
C -1.472 -1.432 2.691
C 1.971 -0.507 -1.051
C 1.894 -2.971 1.706
C 0.372 -2.844 1.793
C -2.170 -3.689 -3.304
C -2.021 -3.415 -4.659
C -2.607 -4.229 -5.620
C -2.148 4.216 -6.026
C -1.369 -1.660 4.201
C -1.327 3.106 1.391
C 1.407 1.328 3.283
H 2.280 -2.894 2.724
H -2.233 2.928 4.153
H -4.063 -6.496 -3.562
H -3.195 7.244 -4.904
H -3.430 5.734 -6.827
H -1.575 3.885 2.122
H -0.051 -0.927 1.284
H -3.147 1.445 4.430
H -3.408 -2.374 2.539
H 0.071 -3.517 2.598
H 3.738 -0.586 4.066
H 1.787 0.560 1.298
H -3.174 -0.178 2.687
H -1.031 -2.678 4.411
H -3.028 -4.987 -1.863
H -2.251 3.535 -6.860
H 4.076 1.118 4.376
H -2.466 -3.981 -6.663
H 4.533 -3.581 1.977
H 2.860 -2.489 -1.145
H -1.759 6.603 -2.959
H 4.248 -2.320 3.173
H 5.336 -0.041 1.222
H 2.122 1.792 3.960
H 1.090 2.995 1.958
H 1.915 -0.491 2.458
H 1.181 -2.385 -0.633
H -2.084 -3.510 2.339
H 0.300 3.105 3.525
H -2.345 -1.532 4.678
H 2.119 -3.992 1.352
H -0.105 -3.224 0.883
H -0.661 -0.975 4.670
H -2.166 0.071 1.292
H 5.282 0.117 3.580
H -0.919 0.900 3.834
H 3.949 0.257 0.207
H -3.407 2.386 2.952
H 5.028 2.272 1.887
H -2.490 -2.406 1.023
H 3.565 2.808 2.710
H -0.591 3.528 0.699
H 3.513 2.400 0.983
H -3.796 -5.969 -5.971
H 5.706 -2.282 2.189
H 4.468 -2.004 0.143
H 0.813 0.632 3.868
```

Results
**Maximum force**: 1.182 eV Å⁻¹
**Total charge**: -1
**Orbital gap**: 8.04 eV